The following is a DFT calculation (wB97M-V/def2-TZVPD) of C20H22N4O3S in the gas phase in a non-equilibrium geometry.

## Properties
Charge   0
Kohn-Sham gap   8.12 eV
Energy relative to the best compared isomer or geometry (same formula, charge and spin)   1.344 eV
Structure (SMILES)   Cc1ccc(C)c(N2CCN(C(=O)Cn3c(=O)[nH]c4ccsc4c3=O)CC2)c1
E_tot   -44037.17171 eV
HOMO level   -7.818 eV

Geometry (Å):
C  -4.090  -3.632  0.018
C  -4.234  -2.148  -0.139
C  -5.400  -1.592  -0.643
C  -5.523  -0.217  -0.733
C  -4.502  0.637  -0.351
C  -4.737  2.120  -0.380
C  -3.296  0.082  0.112
N  -2.252  0.933  0.499
C  -1.707  1.849  -0.487
C  -0.226  1.584  -0.770
N  0.543  1.710  0.455
C  1.881  1.587  0.530
O  2.480  1.537  1.588
C  2.668  1.525  -0.786
N  3.709  0.528  -0.603
C  3.238  -0.724  -0.264
O  2.056  -0.992  -0.264
N  4.189  -1.664  0.043
C  5.527  -1.376  0.068
C  6.589  -2.244  0.404
C  7.792  -1.615  0.308
S  7.675  0.023  -0.186
C  5.955  -0.110  -0.278
C  5.044  0.948  -0.638
O  5.343  2.074  -0.962
C  -0.230  1.534  1.674
C  -1.259  0.439  1.433
C  -3.199  -1.303  0.232
H  -4.753  -4.161  -0.663
H  -4.347  -3.926  1.036
H  -3.065  -3.945  -0.172
H  -6.217  -2.229  -0.947
H  -6.450  0.208  -1.094
H  -4.185  2.606  0.419
H  -5.797  2.325  -0.249
H  -4.432  2.561  -1.329
H  -2.257  1.745  -1.423
H  -1.814  2.886  -0.140
H  0.120  2.319  -1.503
H  -0.108  0.576  -1.187
H  3.169  2.479  -0.968
H  2.053  1.243  -1.640
H  3.854  -2.577  0.314
H  6.460  -3.269  0.700
H  8.758  -2.035  0.506
H  -0.719  2.472  1.954
H  0.467  1.251  2.465
H  -0.713  -0.443  1.065
H  -1.765  0.172  2.365
H  -2.292  -1.747  0.610

So, what does the Löwdin scheme give us? The charges, in e, come out as: -0.05 -0.28 -0.06 -0.05 -0.21 -0.05 -0.19 -0.10 -0.15 -0.13 -0.04 -0.44 0.07 -0.02 0.08 -0.46 0.10 0.19 -0.27 -0.11 -0.39 1.09 -0.38 -0.42 0.08 -0.11 -0.15 0.02 0.07 0.08 0.08 0.11 0.11 0.08 0.08 0.08 0.13 0.12 0.13 0.13 0.14 0.12 0.17 0.11 0.07 0.13 0.13 0.12 0.14 0.11